Entry 1:
DFT (ωB97M-V/def2-TZVPD) results for a 10-piece molecular cluster, C40H76N4O12 overall.

Each line ends with the Löwdin charge.
Cartesian coordinates (Å):
C: -2.586 0.964 1.434  -0.0509
C: -2.862 -0.391 0.847  -0.2345
O: -4.145 -0.882 1.217  -0.0194
C: -5.186 -0.626 0.399  -0.5299
C: -6.413 -1.400 0.767  0.0328
O: -5.128 0.154 -0.511  0.1059
H: -3.298 1.756 1.231  0.0847
H: -1.558 1.319 1.317  0.0492
H: -2.529 0.798 2.525  0.0857
H: -2.811 -0.394 -0.251  0.1100
H: -2.064 -1.101 1.076  0.1138
H: -6.172 -2.223 1.437  0.0707
H: -6.830 -1.762 -0.169  0.0958
H: -7.134 -0.770 1.284  0.0945
C: -0.272 -2.134 4.430  -0.0461
C: -0.491 -3.633 4.268  -0.2093
O: -1.673 -3.965 3.536  -0.0339
C: -2.881 -3.675 4.026  -0.5474
C: -3.968 -3.955 3.020  0.0319
O: -3.065 -3.166 5.100  0.1072
H: -1.238 -1.654 4.546  0.0755
H: 0.199 -1.773 3.516  0.0649
H: 0.391 -2.012 5.283  0.0828
H: 0.317 -4.103 3.705  0.1165
H: -0.502 -4.188 5.210  0.1264
H: -4.922 -3.835 3.530  0.0893
H: -3.884 -4.951 2.593  0.0862
H: -3.931 -3.171 2.262  0.0689
C: -0.785 -2.642 -1.494  -0.0461
C: -0.223 -1.277 -1.730  -0.2230
O: 0.148 -0.760 -0.439  -0.0321
C: 0.824 0.380 -0.260  -0.5374
C: 1.256 0.519 1.175  0.0320
O: 1.033 1.178 -1.140  0.0957
H: -0.100 -3.239 -0.898  0.0763
H: -0.999 -3.124 -2.455  0.0868
H: -1.797 -2.641 -1.080  0.0779
H: 0.649 -1.289 -2.384  0.0952
H: -0.946 -0.568 -2.135  0.0917
H: 2.191 -0.047 1.204  0.0848
H: 0.577 0.066 1.891  0.0772
H: 1.381 1.583 1.328  0.0570
C: 0.216 2.779 5.456  -0.0642
C: 0.820 1.573 6.133  -0.1984
O: 1.574 0.893 5.103  -0.0360
C: 2.597 0.105 5.485  -0.5559
C: 3.153 -0.567 4.264  0.0252
O: 2.990 -0.022 6.607  0.1165
H: -0.246 2.453 4.514  0.0762
H: 0.901 3.577 5.188  0.0647
H: -0.661 3.152 5.991  0.0838
H: 1.425 1.850 6.993  0.1213
H: 0.036 0.884 6.451  0.1264
H: 2.911 -0.051 3.343  0.0578
H: 2.770 -1.591 4.247  0.0845
H: 4.237 -0.672 4.315  0.0925
C: -1.704 6.302 0.414  -0.0618
C: -1.654 6.026 1.915  -0.1884
O: -0.320 5.687 2.342  0.0002
C: 0.114 4.484 2.008  -0.5609
C: 1.561 4.267 2.371  0.0303
O: -0.555 3.653 1.430  0.0741
H: -2.622 6.825 0.160  0.0797
H: -1.587 5.370 -0.140  0.0537
H: -0.827 6.886 0.119  0.0778
H: -1.933 6.918 2.463  0.1208
H: -2.275 5.160 2.146  0.1198
H: 1.859 3.234 2.289  0.0649
H: 1.757 4.690 3.352  0.0813
H: 2.084 4.892 1.638  0.0878
C: 3.611 -1.792 -1.532  -0.0411
C: 4.329 -1.271 -2.760  -0.2209
O: 5.524 -0.578 -2.411  -0.0030
C: 5.769 0.596 -3.010  -0.5372
C: 7.097 1.159 -2.578  0.0289
O: 5.039 1.096 -3.826  0.0810
H: 3.661 -1.046 -0.739  0.0788
H: 4.000 -2.754 -1.206  0.0794
H: 2.565 -1.871 -1.826  0.0532
H: 4.473 -2.038 -3.526  0.1298
H: 3.664 -0.557 -3.259  0.1065
H: 6.996 1.968 -1.852  0.0873
H: 7.573 1.602 -3.448  0.0893
H: 7.645 0.360 -2.085  0.0855
C: 0.371 -1.595 -5.257  -0.0933
C: 0.234 -1.104 -6.705  -0.2496
C: -1.141 -0.559 -7.051  -0.1955
C: -2.163 -1.614 -7.044  -0.2460
N: -2.945 -2.447 -6.994  0.1474
H: 0.283 -2.684 -5.217  0.0793
H: -0.367 -1.134 -4.605  0.0486
H: 1.395 -1.439 -4.906  0.0643
H: 0.512 -1.913 -7.383  0.1116
H: 0.983 -0.338 -6.923  0.1057
H: -1.148 -0.069 -8.026  0.1170
H: -1.513 0.185 -6.342  0.0923
C: 1.528 5.178 -1.382  -0.0909
C: 1.815 4.255 -2.534  -0.2603
C: 3.224 3.701 -2.585  -0.1660
C: 3.593 3.045 -1.311  -0.2376
N: 3.889 2.544 -0.327  0.1661
H: 2.223 6.017 -1.292  0.0881
H: 1.534 4.636 -0.434  0.0525
H: 0.541 5.637 -1.488  0.0636
H: 1.609 4.741 -3.494  0.1146
H: 1.112 3.418 -2.552  0.0887
H: 4.012 4.459 -2.647  0.1270
H: 3.335 2.947 -3.363  0.1064
C: -3.546 2.856 -2.150  -0.0980
C: -2.025 2.671 -2.218  -0.2361
C: -1.548 1.826 -3.402  -0.1823
C: -2.463 0.738 -3.751  -0.2617
N: -3.181 -0.115 -4.033  0.1892
H: -4.090 1.927 -1.979  0.0512
H: -3.925 3.229 -3.111  0.0806
H: -3.842 3.587 -1.398  0.0696
H: -1.735 2.198 -1.278  0.0953
H: -1.564 3.657 -2.266  0.0995
H: -0.570 1.464 -3.073  0.0887
H: -1.429 2.376 -4.339  0.1233
C: -0.487 -7.141 2.191  -0.1154
C: -0.588 -6.299 0.947  -0.2533
C: 0.445 -6.639 -0.140  -0.1796
C: 1.125 -7.923 0.014  -0.2539
N: 1.677 -8.922 0.092  0.1491
H: -0.983 -6.743 3.076  0.0647
H: 0.493 -7.554 2.432  0.0728
H: -1.063 -8.075 2.071  0.0847
H: -0.509 -5.234 1.195  0.0881
H: -1.592 -6.290 0.511  0.1094
H: 1.233 -5.878 -0.100  0.1148
H: 0.106 -6.579 -1.175  0.1169

Values from the calculation:
Gap between HOMO and LUMO, Ha: 0.395
SMILES: CCOC(C)=O.CCOC(C)=O.CCOC(C)=O.CCOC(C)=O.CCOC(C)=O.CCOC(C)=O.CCCC#N.CCCC#N.CCCC#N.CCCC#N

---

Entry 2:
DFT (ωB97M-V/def2-TZVPD) results for C40H77CuF12O20 as an isolated structure.

Each line ends with the Mulliken spin population.
Cartesian coordinates (Å):
Cu: 11.482 -8.728 -1.786  2.0681
C: 11.829 -9.791 1.354  -0.0020
O: 13.232 -9.603 0.827  0.0403
O: 11.001 -9.375 0.276  0.1029
C: 11.631 -11.231 2.042  0.0044
F: 10.389 -11.554 2.292  0.0006
F: 12.098 -12.251 1.306  -0.0014
F: 12.281 -11.274 3.194  0.0015
C: 14.285 -9.298 1.728  -0.0024
C: 15.625 -9.647 0.986  -0.0021
H: 15.867 -8.979 0.158  0.0011
H: 16.436 -9.588 1.711  0.0007
H: 15.665 -10.680 0.641  -0.0003
H: 14.237 -9.965 2.589  -0.0010
H: 14.253 -8.254 2.040  0.0013
H: 11.661 -9.096 2.177  -0.0015
C: 15.342 -13.320 1.425  0.0000
O: 15.256 -14.692 1.506  0.0001
C: 13.951 -15.261 1.570  0.0001
C: 13.083 -15.121 0.293  -0.0011
O: 13.428 -15.913 -0.807  0.0001
C: 14.559 -15.369 -1.551  -0.0020
C: 14.886 -16.302 -2.761  -0.0001
O: 13.893 -16.216 -3.850  0.0000
C: 12.652 -16.868 -3.560  -0.0001
H: 14.877 -12.857 2.295  0.0001
H: 14.974 -12.808 0.536  -0.0006
H: 16.397 -13.047 1.434  -0.0001
H: 13.459 -14.762 2.406  0.0000
H: 14.079 -16.289 1.908  0.0000
H: 13.021 -14.088 -0.050  0.0011
H: 12.073 -15.333 0.645  -0.0001
H: 15.388 -15.288 -0.849  0.0002
H: 14.451 -14.342 -1.900  0.0014
H: 15.081 -17.290 -2.342  0.0000
H: 15.840 -15.969 -3.170  0.0000
H: 12.055 -16.951 -4.469  0.0000
H: 12.114 -16.307 -2.796  0.0002
H: 12.841 -17.897 -3.252  0.0000
C: 11.893 -0.166 -1.695  0.0000
O: 11.243 -1.425 -1.851  0.0001
C: 12.059 -2.570 -2.019  0.0025
C: 11.251 -3.820 -2.489  0.0044
O: 10.105 -4.119 -1.708  -0.0012
C: 9.121 -4.867 -2.442  -0.0036
C: 9.514 -6.274 -2.968  0.0634
O: 9.708 -7.308 -2.047  -0.3190
C: 8.539 -7.579 -1.216  0.0250
H: 12.331 0.122 -2.651  0.0000
H: 12.633 -0.064 -0.901  0.0000
H: 11.224 0.668 -1.485  0.0000
H: 12.403 -2.728 -0.997  0.0002
H: 12.851 -2.408 -2.750  0.0000
H: 11.906 -4.681 -2.617  0.0118
H: 10.921 -3.510 -3.480  0.0022
H: 8.602 -4.241 -3.168  -0.0006
H: 8.265 -4.893 -1.766  0.0006
H: 10.455 -6.133 -3.500  0.0396
H: 8.785 -6.607 -3.706  0.0242
H: 8.661 -8.483 -0.619  0.0070
H: 7.610 -7.493 -1.779  0.0038
H: 8.487 -6.763 -0.494  -0.0004
C: 11.815 -6.093 0.014  -0.0143
O: 12.434 -6.925 -0.978  -0.1844
C: 13.861 -6.585 -0.999  -0.0126
C: 14.483 -7.520 -2.026  -0.0250
O: 13.835 -8.788 -1.881  -0.0826
C: 14.242 -9.768 -2.793  0.1972
C: 13.763 -11.104 -2.304  -0.0686
O: 12.339 -11.053 -2.358  0.0496
C: 11.838 -12.390 -2.255  0.0055
H: 11.921 -6.487 1.025  0.0052
H: 10.736 -6.117 -0.136  0.0068
H: 12.128 -5.050 0.053  -0.0019
H: 14.259 -6.707 0.008  0.0054
H: 13.934 -5.600 -1.460  -0.0034
H: 15.563 -7.611 -1.920  0.0144
H: 14.299 -7.156 -3.037  0.0008
H: 15.317 -9.763 -2.977  0.0299
H: 13.855 -9.602 -3.798  -0.0018
H: 14.061 -11.468 -1.321  -0.0277
H: 14.095 -11.816 -3.061  -0.0087
H: 11.811 -12.794 -1.243  -0.0118
H: 12.433 -13.027 -2.909  -0.0049
H: 10.827 -12.286 -2.649  0.0542
C: 19.692 -10.243 6.331  0.0000
O: 19.744 -9.182 5.354  0.0000
C: 19.230 -9.501 4.009  0.0000
C: 19.397 -8.414 2.970  0.0000
O: 20.799 -8.093 2.786  0.0000
C: 21.101 -6.929 1.994  -0.0001
C: 22.535 -6.409 2.128  0.0000
O: 22.788 -5.774 3.316  0.0000
C: 24.145 -5.283 3.369  0.0000
H: 19.822 -11.212 5.848  0.0000
H: 18.728 -10.220 6.839  0.0000
H: 20.453 -10.109 7.099  0.0000
H: 18.153 -9.652 4.078  0.0000
H: 19.553 -10.493 3.694  0.0000
H: 18.830 -7.543 3.301  0.0000
H: 18.923 -8.707 2.033  0.0000
H: 20.381 -6.144 2.221  0.0000
H: 21.013 -7.118 0.924  0.0000
H: 22.741 -5.650 1.374  0.0000
H: 23.219 -7.242 1.966  0.0000
H: 24.310 -4.586 2.547  0.0000
H: 24.904 -6.064 3.328  0.0000
H: 24.279 -4.725 4.297  0.0000
C: 17.363 -8.212 8.323  0.0000
C: 17.003 -7.738 6.877  0.0000
O: 15.617 -8.000 6.797  0.0000
C: 14.834 -7.848 5.649  0.0003
O: 15.336 -7.743 4.515  -0.0001
C: 13.344 -8.031 5.920  0.0001
F: 12.966 -9.254 5.489  0.0000
F: 13.128 -7.916 7.182  0.0000
F: 12.696 -7.109 5.223  0.0000
H: 18.365 -7.887 8.601  0.0000
H: 17.400 -9.301 8.345  0.0000
H: 16.596 -7.931 9.045  0.0000
H: 17.544 -8.099 6.002  0.0000
H: 17.194 -6.666 6.816  0.0000
C: 7.465 -13.320 0.710  0.0010
C: 8.516 -12.664 -0.173  0.0148
O: 8.714 -13.295 -1.500  -0.0059
C: 7.759 -13.268 -2.473  0.0034
O: 6.643 -12.803 -2.360  -0.0002
C: 8.245 -13.791 -3.814  -0.0023
F: 9.315 -14.573 -3.641  0.0005
F: 7.250 -14.481 -4.412  0.0000
F: 8.591 -12.728 -4.564  -0.0007
H: 6.431 -13.258 0.371  0.0000
H: 7.522 -12.915 1.720  -0.0001
H: 7.832 -14.341 0.812  0.0001
H: 9.496 -12.805 0.282  0.0017
H: 8.293 -11.601 -0.077  -0.0042
C: 20.894 -9.037 -6.255  0.0000
C: 19.457 -9.016 -5.756  0.0000
O: 19.483 -9.015 -4.329  0.0000
C: 18.393 -8.728 -3.517  0.0001
O: 17.278 -8.533 -3.997  0.0011
C: 18.662 -8.814 -1.964  -0.0003
F: 19.975 -8.727 -1.754  0.0000
F: 18.128 -7.804 -1.278  0.0000
F: 18.201 -9.941 -1.498  0.0001
H: 21.454 -9.852 -5.797  0.0000
H: 21.355 -8.089 -5.981  0.0000
H: 20.894 -9.193 -7.334  0.0000
H: 18.966 -9.943 -6.055  0.0000
H: 19.017 -8.123 -6.198  0.0000

Values from the calculation:
Gap between HOMO and LUMO (alpha / beta), Ha: 0.183 / 0.280
Spin multiplicity: 3
⟨S²⟩: 2.00

---

Entry 3:
DFT (ωB97M-V/def2-TZVPD) results for a 6-piece molecular cluster, C40H78N5O8S overall.

Each line ends with the Löwdin charge.
Cartesian coordinates (Å):
C: 4.126 -0.654 1.695  -0.1375
O: 5.591 -0.552 1.601  -0.2542
C: 5.938 0.679 0.871  -0.2019
C: 6.617 0.294 -0.600  -0.1556
C: 5.583 0.504 -1.862  -0.2022
C: 5.391 2.125 -2.058  -0.2069
C: 3.852 2.604 -2.366  -0.2057
C: 2.709 1.925 -1.403  -0.2063
C: 1.739 1.019 -2.420  -0.2003
C: 0.574 0.214 -1.529  -0.1819
C: -0.812 0.331 -2.397  -0.1581
C: -2.194 0.236 -1.521  -0.1221
N: -2.043 0.604 -0.062  -0.0335
C: -1.833 -0.539 0.908  -0.1340
N: -1.760 -2.037 0.717  0.1062
C: -0.478 -2.410 0.396  -0.2436
C: 0.891 -1.992 1.197  -0.0580
C: -0.296 -3.358 -0.952  -0.0277
N: -1.675 0.041 2.297  0.1460
C: -1.806 1.525 1.994  -0.2508
N: -1.686 2.420 3.013  -0.4737
C: -1.434 1.799 4.405  -0.0926
S: -1.738 4.152 2.970  0.8255
N: -2.061 1.871 0.564  0.0013
C: -2.298 3.117 -0.230  -0.0884
C: -0.883 3.805 -0.799  -0.1241
O: -1.220 4.777 -1.893  -0.1192
C: -1.166 4.103 -3.210  -0.1335
O: -2.222 3.995 -4.056  -0.0374
H: 3.724 -0.782 0.591  0.0726
H: 3.839 -1.545 2.405  0.1137
H: 3.707 0.341 2.150  0.1025
H: 6.819 1.199 1.485  0.1380
H: 5.075 1.467 0.791  0.1140
H: 7.149 -0.749 -0.567  0.1092
H: 7.482 1.101 -0.752  0.1216
H: 6.147 0.091 -2.828  0.1254
H: 4.587 -0.106 -1.789  0.0889
H: 5.874 2.710 -1.161  0.1121
H: 6.034 2.417 -3.019  0.1237
H: 3.516 2.453 -3.497  0.1175
H: 3.804 3.777 -2.158  0.1170
H: 3.131 1.156 -0.621  0.0841
H: 1.985 2.687 -0.883  0.0948
H: 2.436 0.296 -3.020  0.1165
H: 1.241 1.823 -3.149  0.0953
H: 0.559 0.750 -0.488  0.1039
H: 0.970 -0.895 -1.449  0.0909
H: -0.876 1.314 -3.036  0.0865
H: -0.810 -0.589 -3.155  0.1405
H: -2.996 0.908 -2.088  0.1096
H: -2.601 -0.872 -1.578  0.1372
H: 0.841 -0.960 1.746  0.0802
H: 1.114 -2.875 1.965  0.1229
H: 1.824 -1.923 0.456  0.0611
H: 0.769 -3.122 -1.375  0.0741
H: -1.097 -3.039 -1.743  0.0936
H: -0.336 -4.496 -0.661  0.0993
H: -2.425 1.258 4.715  0.1144
H: -0.483 1.093 4.411  0.1142
H: -1.197 2.647 5.208  0.0866
H: -1.158 4.619 4.174  -0.0859
H: -2.936 2.907 -1.217  0.1518
H: -2.914 3.967 0.339  0.1379
H: -0.236 2.967 -1.328  0.0977
H: -0.253 4.318 0.043  0.1323
H: -0.168 3.606 -3.568  0.1499
C: 4.111 -4.391 -1.332  -0.1819
C: 4.562 -3.764 -0.039  -0.1700
C: 5.991 -3.380 -0.354  -0.1915
O: 6.045 -3.095 -1.759  -0.1371
C: 4.823 -3.542 -2.362  -0.1965
H: 3.026 -4.399 -1.462  0.0961
H: 4.470 -5.426 -1.388  0.1192
H: 3.969 -2.863 0.163  0.0694
H: 4.479 -4.428 0.825  0.1234
H: 6.678 -4.209 -0.155  0.1245
H: 6.325 -2.505 0.212  0.0896
H: 4.234 -2.655 -2.619  0.1058
H: 5.044 -4.092 -3.280  0.1204
C: -7.553 2.054 1.443  -0.1744
C: -6.499 1.152 2.031  -0.1704
C: -5.241 1.653 1.356  -0.2150
O: -5.433 3.051 1.101  -0.1568
C: -6.814 3.369 1.323  -0.1962
H: -8.458 2.128 2.051  0.1208
H: -7.836 1.693 0.447  0.1199
H: -6.433 1.317 3.113  0.1206
H: -6.682 0.089 1.857  0.1209
H: -5.082 1.157 0.393  0.1164
H: -4.349 1.510 1.973  0.0936
H: -6.879 3.946 2.252  0.1210
H: -7.187 3.987 0.502  0.1221
C: -1.255 4.901 9.210  -0.1774
C: -0.071 5.740 8.804  -0.1765
C: 0.068 5.402 7.336  -0.2100
O: -1.248 5.102 6.851  -0.1785
C: -2.128 4.967 7.976  -0.2023
H: -1.761 5.261 10.110  0.1210
H: -0.935 3.867 9.386  0.1189
H: -0.312 6.803 8.922  0.1215
H: 0.835 5.529 9.378  0.1205
H: 0.689 4.512 7.190  0.1156
H: 0.495 6.225 6.755  0.1196
H: -2.780 5.848 7.998  0.1216
H: -2.750 4.076 7.853  0.1175
C: 2.364 -8.348 -2.851  -0.1735
C: 1.012 -8.669 -2.267  -0.1767
C: 0.635 -7.362 -1.604  -0.2144
O: 1.251 -6.315 -2.368  -0.1683
C: 2.191 -6.906 -3.276  -0.2035
H: 2.653 -9.003 -3.676  0.1204
H: 3.132 -8.418 -2.071  0.1185
H: 0.305 -8.897 -3.073  0.1204
H: 1.023 -9.512 -1.572  0.1197
H: 1.028 -7.305 -0.583  0.1171
H: -0.447 -7.205 -1.571  0.1158
H: 1.770 -6.837 -4.284  0.1216
H: 3.130 -6.345 -3.251  0.1019
C: -4.795 0.197 -5.577  -0.1686
C: -5.936 -0.749 -5.308  -0.1747
C: -5.363 -1.634 -4.221  -0.1972
O: -4.439 -0.831 -3.475  -0.1638
C: -4.208 0.387 -4.196  -0.2246
H: -5.104 1.137 -6.042  0.1226
H: -4.060 -0.284 -6.233  0.1220
H: -6.797 -0.192 -4.920  0.1202
H: -6.260 -1.310 -6.188  0.1207
H: -4.807 -2.476 -4.647  0.1199
H: -6.134 -2.027 -3.552  0.1210
H: -4.715 1.196 -3.657  0.1209
H: -3.136 0.603 -4.221  0.1015

Values from the calculation:
Gap between HOMO and LUMO, Ha: 0.297
Charge: +1